## A
Density functional theory data (wB97M-V/def2-TZVPD) for a cluster of 3 separate species, C3H14N2O in total.

Last columns: bonded neighbours and bond lengths (Å).
Atoms and positions in Å:
1 C 0.794 1.250 0.312  C2 1.598, N5 1.510, H6 1.085, H7 1.146
2 C -0.411 1.144 1.357  C1 1.598, C3 1.442, H8 1.036, H9 1.112
3 C -1.019 0.071 0.610  C2 1.442, H10 1.079, H11 1.079
4 N -2.752 0.617 1.858  H12 1.056, H13 0.944, H14 0.995
5 N 1.033 -0.080 -0.360  C1 1.510, H15 1.122, H16 1.111, H17 1.083
6 H 1.561 1.898 0.723  C1 1.085
7 H 0.338 1.991 -0.434  C1 1.146
8 H -0.863 2.067 1.491  C2 1.036
9 H 0.111 0.779 2.269  C2 1.112
10 H -1.537 0.346 -0.295  C3 1.079
11 H -1.038 -1.008 0.611  C3 1.079
12 H -3.322 1.434 1.510  N4 1.056
13 H -2.452 0.579 2.753  N4 0.944
14 H -2.939 -0.309 1.548  N4 0.995
15 H 2.087 -0.150 -0.740  N5 1.122
16 H 0.669 -0.640 -1.248  N5 1.111
17 H 0.861 -0.699 0.512  N5 1.083
18 H 1.722 -2.352 -4.008  O20 0.965
19 H 3.088 -2.740 -3.458  O20 0.976
20 O 2.195 -2.467 -3.175  H18 0.965, H19 0.976

**Total charge**: +2
**M**: 94.16 g/mol
**HOMO-LUMO gap**: 7.36 eV
**HOMO level**: -0.6429 hartree

=====

## B
Density functional theory data (wB97M-V/def2-TZVPD) for a cluster of 2 separate species, C3H14N2O in total.

Last columns: bonded neighbours and bond lengths (Å).
Atoms and positions in Å:
1 C 0.432 0.017 0.356  C2 1.569, N5 1.651, H6 1.036, H7 1.053
2 C -0.505 -0.407 -0.828  C1 1.569, C3 1.538, H8 1.114, H9 1.094
3 C 0.139 -1.618 -1.524  C2 1.538, N4 1.490, H10 1.098, H11 1.154
4 N -0.847 -1.966 -2.585  C3 1.490, H12 1.027, H13 1.034, H14 1.043
5 N -0.082 1.079 1.511  C1 1.651, H15 1.084, H16 1.060, H17 1.073
6 H 1.213 0.636 0.074  C1 1.036
7 H 0.787 -0.843 0.849  C1 1.053
8 H -0.672 0.472 -1.492  C2 1.114
9 H -1.506 -0.734 -0.532  C2 1.094
10 H 1.201 -1.551 -1.796  C3 1.098
11 H 0.262 -2.395 -0.679  C3 1.154
12 H -0.529 -2.396 -3.463  N4 1.027
13 H -1.718 -2.437 -2.284  N4 1.034
14 H -1.159 -1.025 -2.907  N4 1.043
15 H -0.406 0.497 2.367  N5 1.084
16 H -0.785 1.826 1.243  N5 1.060
17 H 0.688 1.772 1.788  N5 1.073
18 H 1.914 2.828 3.406  O20 0.976
19 H 0.513 3.361 3.561  O20 0.959
20 O 1.060 2.883 2.936  H18 0.976, H19 0.959

**Total charge**: +2
**M**: 94.16 g/mol
**HOMO-LUMO gap**: 12.48 eV
**HOMO level**: -0.7023 hartree

=====

Which one sits at the top of the stability order? B does.

=====

## A
Density functional theory data (wB97M-V/def2-TZVPD) for a cluster of 13 separate species, C5H38N2O13 in total.

Last columns: bonded neighbours and bond lengths (Å).
Atoms and positions in Å:
1 N -0.630 0.163 0.172  C2 1.456, H9 1.017, H10 1.011
2 C -1.658 -0.378 -0.706  N1 1.456, C3 1.557, H11 1.092, H12 1.081
3 C -1.204 -0.660 -2.169  C2 1.557, N4 1.436, H13 1.088, H14 1.100
4 N -0.213 -1.690 -2.305  C3 1.436, C5 1.453, C6 1.485
5 C -0.707 -3.056 -2.267  N4 1.453, H15 1.097, H16 1.095, H17 1.094
6 C 0.650 -1.534 -3.504  N4 1.485, C7 1.543, H18 1.101, H19 1.097
7 C 1.714 -0.417 -3.535  C6 1.543, O8 1.379, H20 1.099, H21 1.097
8 O 2.282 -0.134 -2.311  C7 1.379, H22 0.989
9 H -0.019 0.834 -0.286  N1 1.017
10 H 0.012 -0.562 0.464  N1 1.011
11 H -1.989 -1.321 -0.265  C2 1.092
12 H -2.465 0.339 -0.757  C2 1.081
13 H -0.880 0.338 -2.455  C3 1.088
14 H -2.124 -0.913 -2.716  C3 1.100
15 H -1.771 -3.166 -2.027  C5 1.097
16 H -0.224 -3.546 -1.416  C5 1.095
17 H -0.628 -3.731 -3.123  C5 1.094
18 H -0.052 -1.593 -4.350  C6 1.101
19 H 1.155 -2.499 -3.631  C6 1.097
20 H 2.383 -0.726 -4.351  C7 1.099
21 H 1.228 0.411 -4.065  C7 1.097
22 H 2.171 -0.815 -1.603  O8 0.989
23 H 1.714 -2.255 -0.990  O25 0.966
24 H 1.807 -1.329 0.158  O25 0.951
25 O 1.861 -2.259 -0.035  H23 0.966, H24 0.951
26 H -2.058 2.397 -3.917  O28 0.937
27 H -2.410 1.384 -3.014  O28 0.965
28 O -2.224 1.476 -3.956  H26 0.937, H27 0.965
29 H 1.574 3.972 -1.288  O31 0.973
30 H 0.922 3.478 -2.631  O31 0.966
31 O 0.731 3.823 -1.749  H29 0.973, H30 0.966
32 H 1.240 -1.554 3.002  O34 0.980
33 H 2.560 -1.623 3.776  O34 0.964
34 O 2.206 -1.675 2.882  H32 0.980, H33 0.964
35 H -1.249 -1.363 3.112  O37 0.977
36 H -0.509 -2.653 3.641  O37 0.984
37 O -0.421 -1.680 3.523  H35 0.977, H36 0.984
38 H 2.483 -0.195 -0.070  O40 0.950
39 H 3.154 -0.416 1.305  O40 0.965
40 O 2.575 0.169 0.803  H38 0.950, H39 0.965
41 H -1.638 0.162 1.706  O43 0.990
42 H -2.178 1.006 2.715  O43 0.967
43 O -2.173 0.056 2.533  H41 0.990, H42 0.967
44 H -2.659 2.790 -0.311  O46 0.965
45 H -1.629 2.965 -1.284  O46 0.967
46 O -2.518 2.587 -1.244  H44 0.965, H45 0.967
47 H 1.530 0.810 4.035  O49 0.950
48 H 0.206 1.034 4.621  O49 0.973
49 O 1.058 1.490 4.502  H47 0.950, H48 0.973
50 H -0.504 3.993 1.628  O52 0.982
51 H 0.044 3.542 0.231  O52 0.961
52 O -0.755 3.599 0.764  H50 0.982, H51 0.961
53 H 0.013 -3.523 1.724  O55 0.952
54 H 0.048 -5.105 1.944  O55 0.971
55 O -0.383 -4.266 2.170  H53 0.952, H54 0.971
56 H -1.389 2.900 3.477  O58 0.957
57 H 0.252 2.784 3.764  O58 0.983
58 O -0.526 3.314 3.482  H56 0.957, H57 0.983

**Total charge**: 0
**M**: 334.36 g/mol
**HOMO-LUMO gap**: 9.06 eV
**HOMO level**: -0.3275 hartree

=====

## B
Density functional theory data (wB97M-V/def2-TZVPD) for a cluster of 14 separate species, C5H38N2O13 in total.

Last columns: bonded neighbours and bond lengths (Å).
Atoms and positions in Å:
1 C -0.093 -0.603 -1.906  C2 1.503, H8 1.111, H9 1.099, H10 1.128
2 C 0.083 -1.672 -0.864  C1 1.503, C3 1.549, N7 1.484, H11 1.119
3 C -1.075 -1.813 0.156  C2 1.549, C4 1.487, H12 1.096, H13 1.083
4 C -2.276 -2.553 -0.313  C3 1.487, C5 1.325, N6 1.431
5 C -3.321 -1.934 -0.843  C4 1.325, H14 1.099, H15 1.099
6 N -2.302 -3.927 0.087  C4 1.431, H16 1.006, H17 1.017
7 N 1.284 -1.340 -0.058  C2 1.484, H18 1.040, H19 1.009
8 H -1.076 -0.560 -2.423  C1 1.111
9 H -0.285 0.369 -1.430  C1 1.099
10 H 0.819 -0.672 -2.568  C1 1.128
11 H 0.119 -2.646 -1.414  C2 1.119
12 H -0.588 -2.170 1.070  C3 1.096
13 H -1.325 -0.830 0.533  C3 1.083
14 H -4.337 -2.351 -0.892  C5 1.099
15 H -3.209 -0.947 -1.314  C5 1.099
16 H -3.106 -4.386 -0.307  N6 1.006
17 H -1.478 -4.501 -0.072  N6 1.017
18 H 0.822 -0.682 0.602  N7 1.040
19 H 2.045 -0.819 -0.466  N7 1.009
20 H -2.097 -0.258 4.223  O22 0.964
21 H -2.972 -0.942 3.206  O22 0.968
22 O -2.350 -0.205 3.294  H20 0.964, H21 0.968
23 H -1.981 -2.431 -3.443  O25 0.963
24 H -0.867 -2.445 -4.560  O25 0.962
25 O -1.345 -1.897 -3.930  H23 0.963, H24 0.962
26 H 3.078 0.910 -2.244  O28 0.974
27 H 1.661 1.498 -2.727  O28 0.978
28 O 2.312 1.459 -1.998  H26 0.974, H27 0.978
29 H -1.482 -2.678 3.115  O31 0.959
30 H -2.332 -3.511 2.072  O31 0.969
31 O -2.367 -2.939 2.853  H29 0.959, H30 0.969
32 H -1.873 1.548 2.519  O34 0.970
33 H -2.131 2.880 3.034  O34 0.966
34 O -1.373 2.303 2.868  H32 0.970, H33 0.966
35 H 2.218 -0.202 4.261  O37 0.960
36 H 2.900 0.681 3.234  O37 0.966
37 O 2.841 0.525 4.185  H35 0.960, H36 0.966
38 H 3.159 -1.905 -2.363  O40 0.961
39 H 2.209 -0.838 -3.090  O40 0.964
40 O 3.091 -1.224 -3.038  H38 0.961, H39 0.964
41 H 1.901 3.610 -1.414  O43 0.965
42 H 1.169 4.636 -0.539  O43 0.962
43 O 1.425 3.709 -0.580  H41 0.965, H42 0.962
44 H 2.208 3.405 2.322  O46 0.970
45 H 2.984 2.570 3.343  O46 0.989
46 O 3.116 3.203 2.595  H44 0.970, H45 0.989
47 H 1.704 1.492 1.274  O49 0.973
48 H 0.353 1.454 1.917  O49 0.969
49 O 1.182 0.953 1.894  H47 0.973, H48 0.969
50 H 3.601 1.151 0.882  O52 0.959
51 H 4.400 2.068 1.797  O52 0.964
52 O 4.406 1.189 1.401  H50 0.959, H51 0.964
53 H -0.220 1.596 -4.491  O55 0.959
54 H -0.240 -0.008 -4.385  O55 0.966
55 O 0.291 0.785 -4.539  H53 0.959, H54 0.966
56 H -2.929 3.994 -0.968  O58 0.963
57 H -2.953 4.137 0.605  O58 0.963
58 O -3.399 3.760 -0.161  H56 0.963, H57 0.963

**Total charge**: 0
**M**: 334.36 g/mol
**HOMO-LUMO gap**: 9.02 eV
**HOMO level**: -0.3318 hartree

=====

Which one sits at the top of the stability order? B does.